1.
3 unconnected molecules or ions with the total composition C33H55NO7PS2 in a non-equilibrium geometry. Source: OMol25; level of theory: ωB97M-V/def2-TZVPD.

Cartesian coordinates (Å):
C  2.00475  1.18040  5.61425
C  3.44832  0.58914  5.33220
C  3.73584  0.42872  3.76936
O  4.91714  -0.33932  3.65729
P  5.27747  -0.78931  1.97085
C  6.72874  0.44721  1.81076
C  6.42964  1.88607  2.36067
O  7.51811  2.84648  2.11722
C  7.38989  3.42747  0.87241
O  6.89937  4.50519  0.66069
O  5.43808  -1.21204  0.27525
C  4.22503  -1.75158  -0.25537
C  4.29675  -2.74508  -1.46832
C  3.34366  -2.11170  1.02146
C  2.21160  -3.22875  0.90168
C  0.84341  -2.51067  1.18306
C  -0.40045  -3.47768  1.31767
S  -1.60140  -2.68027  2.51817
C  -1.81930  -0.92985  2.04974
S  -0.71437  0.25730  2.35577
N  -3.09623  -0.58295  1.38928
C  -3.99969  -0.00718  2.37606
C  -3.85305  1.28672  3.03246
C  -4.79853  1.75782  4.04527
C  -5.93259  0.91174  4.43574
C  -6.10956  -0.39502  3.78854
C  -5.15194  -0.83038  2.77901
C  -2.92537  0.24510  0.21829
C  -3.72965  1.41335  -0.12908
C  -3.48253  2.16253  -1.36993
C  -2.40976  1.78173  -2.29912
C  -1.60958  0.59711  -1.97706
C  -1.86986  -0.13333  -0.75468
O  4.12242  -2.09680  2.21666
H  2.04911  1.71964  6.60885
H  1.22019  0.39113  5.72678
H  1.70277  1.96812  4.86785
H  3.60391  -0.41710  5.79717
H  4.20013  1.34955  5.69593
H  3.85350  1.49429  3.39286
H  2.83584  -0.05100  3.27583
H  4.31909  0.23341  1.65554
H  6.24982  -1.72285  2.46133
H  7.02614  0.56980  0.72964
H  7.57655  0.02872  2.42768
H  5.45897  2.27454  1.92985
H  6.27658  1.89133  3.47665
H  7.78622  2.82747  -0.00072
H  3.72365  -0.84038  -0.72288
H  4.75512  -3.71724  -1.15173
H  3.23110  -2.93656  -1.79277
H  4.79575  -2.25773  -2.34221
H  2.73393  -1.15736  1.14647
H  2.44804  -3.97638  1.71882
H  2.25573  -3.79972  -0.05983
H  0.62585  -1.76369  0.37881
H  0.95687  -2.00183  2.18209
H  -0.07515  -4.45983  1.76281
H  -0.88785  -3.71936  0.33917
H  -2.97542  1.93348  2.77196
H  -4.67116  2.73356  4.57005
H  -6.67385  1.23214  5.20952
H  -6.94360  -1.09033  4.05178
H  -5.26348  -1.83675  2.30809
H  -4.55771  1.71198  0.55930
H  -4.08046  3.05281  -1.67390
H  -2.18727  2.34061  -3.23483
H  -0.78785  0.25299  -2.65582
H  -1.25421  -1.03592  -0.51801
C  -9.27446  1.91637  -3.43242
C  -7.78016  1.74041  -3.22455
O  -7.42067  1.47189  -1.87929
C  -7.96765  0.29657  -1.30394
C  -7.57715  -0.97778  -2.03139
H  -9.65665  2.71958  -2.79809
H  -9.48580  2.16289  -4.47544
H  -9.83067  1.01091  -3.18418
H  -7.27287  2.66825  -3.49715
H  -7.37869  0.96414  -3.88537
H  -9.05652  0.38607  -1.22113
H  -7.58546  0.24953  -0.28139
H  -7.94536  -0.99033  -3.05928
H  -7.98904  -1.84979  -1.51885
H  -6.48969  -1.07587  -2.07242
C  2.68766  -1.19800  -6.68495
C  2.21067  -0.96994  -5.26102
O  3.25930  -0.93884  -4.30802
C  4.24208  0.06916  -4.48579
C  3.68444  1.48070  -4.43883
H  3.25439  -2.12946  -6.75339
H  1.83524  -1.25546  -7.36595
H  3.33806  -0.39321  -7.03144
H  1.55732  -1.79539  -4.96979
H  1.60651  -0.05816  -5.18883
H  4.79982  -0.10428  -5.41279
H  4.95804  -0.05387  -3.66981
H  2.96886  1.66410  -5.24337
H  4.49005  2.21132  -4.53602
H  3.16522  1.65480  -3.49347

- Total charge: -1
- E_LUMO: 0.872 eV
- HOMO-LUMO gap: 5.53 eV
- Electronic energy: -81890.00604 eV



2.
A single C3H5NO2Si molecule in a non-equilibrium geometry. Source: OMol25; level of theory: ωB97M-V/def2-TZVPD.

Cartesian coordinates (Å):
C  1.28842  -0.26392  0.52223
C  0.77137  0.94900  0.25227
C  0.69489  -1.44228  0.21288
N  -0.45852  -1.49176  -0.36845
O  -0.41628  1.16236  -0.33050
O  -2.43882  0.12240  0.87771
Si  -1.51965  -0.16710  -0.43054
H  2.12253  -0.45972  1.18885
H  1.20024  1.95399  0.41873
H  1.29401  -2.38299  0.29838
H  -3.25991  0.57942  0.78206
H  -2.21766  0.22061  -1.70635

- Total charge: 0
- E_LUMO: 0.318 eV
- HOMO-LUMO gap: 9.51 eV
- Electronic energy: -16656.18373 eV



3.
2 unconnected molecules or ions with the total composition C3H11ClN2Si in a non-equilibrium geometry. Source: OMol25; level of theory: ωB97M-V/def2-TZVPD.

Cartesian coordinates (Å):
C  -1.72860  -0.25139  -1.78505
C  1.16562  -0.84734  1.75586
C  1.50093  1.87524  0.21919
N  -2.20033  -1.03524  -0.91520
N  -2.30788  -0.79603  0.38276
Si  0.91799  0.08470  0.16639
Cl  2.20316  -0.85869  -1.11112
H  -1.66331  -0.55876  -2.77416
H  -1.47734  0.86912  -1.53364
H  -0.49298  -0.00555  -0.60643
H  0.36845  -1.65570  1.93421
H  2.07642  -1.46885  1.71713
H  1.23432  -0.25657  2.56342
H  1.01243  2.50117  -0.52888
H  1.31704  2.37082  1.13788
H  2.48790  1.87908  0.00119
H  -2.35995  -1.97462  -1.25483
H  -2.05387  0.12862  0.63130

- Total charge: 0
- E_LUMO: 0.792 eV
- HOMO-LUMO gap: 8.90 eV
- Electronic energy: -26667.39668 eV



4.
A gas-phase ion, C4H6NO (charge -1) in a non-equilibrium geometry. Source: OMol25; level of theory: ωB97M-V/def2-TZVPD.

Cartesian coordinates (Å):
C  -1.51696  0.81769  -0.96384
C  -0.69954  0.35179  -0.04598
C  -0.51533  0.96619  1.23918
C  0.43558  -0.69103  -0.27441
N  -0.99546  2.34919  1.04128
O  -1.93634  2.78738  1.82171
H  -1.55760  0.23025  -1.89195
H  -1.14664  0.51638  2.15560
H  0.58959  1.16063  1.58512
H  0.03091  -1.39849  -1.04876
H  0.75307  -1.07935  0.73340
H  1.22874  -0.07679  -0.74795

- Total charge: -1
- E_LUMO (alpha / beta): 4.308 / 4.306 eV
- HOMO-LUMO gap (alpha / beta): 6.25 / 6.25 eV
- Electronic energy: -7777.53475 eV



5.
A single C17H21N6PS2 molecule. Source: OMol25; level of theory: ωB97M-V/def2-TZVPD.

Cartesian coordinates (Å):
C  4.35388  0.16386  -4.02334
C  3.46034  0.30172  -3.05755
N  2.08487  0.23822  -3.22580
C  1.18266  0.14488  -2.20871
N  -0.05390  0.11781  -2.64659
C  0.03769  0.17475  -3.99593
C  1.34885  0.24411  -4.37522
H  1.79395  0.31349  -5.34547
H  -0.84257  0.16483  -4.60705
P  1.52289  0.17744  -0.44770
S  2.40274  1.79111  0.18164
C  -0.12344  -0.12737  0.20256
C  -0.99485  0.80850  0.68096
C  -2.20996  0.18052  1.08978
N  -2.22925  -1.13355  0.93582
S  -0.84075  -1.69754  0.29100
N  -3.27599  0.81822  1.62151
C  -3.32798  2.25801  1.72164
C  -2.67195  2.76817  3.00551
H  -2.74730  3.85095  3.05929
H  -1.62159  2.48998  3.03324
H  -3.16254  2.33998  3.87647
H  -4.37877  2.55795  1.70416
H  -2.84123  2.70521  0.85047
C  -4.43075  0.04447  2.02065
C  -5.40120  -0.17284  0.86180
H  -6.25846  -0.75079  1.19565
H  -5.75249  0.77874  0.46833
H  -4.89933  -0.71676  0.06665
H  -4.07440  -0.92383  2.37897
H  -4.92768  0.56840  2.84147
H  -0.76339  1.85558  0.74154
C  2.43709  -1.36170  -0.21932
N  2.71924  -2.05474  -1.30124
C  3.52596  -3.06347  -0.90383
C  3.75827  -2.96638  0.43788
N  3.06504  -1.87434  0.88064
C  3.05178  -1.43020  2.19927
C  2.16743  -0.59588  2.71729
H  2.24422  -0.28689  3.74315
H  1.35099  -0.18531  2.14739
H  3.85469  -1.85040  2.79074
H  4.34098  -3.57219  1.10149
H  3.89278  -3.78562  -1.60495
H  3.74913  0.48707  -2.02996
H  5.40362  0.23780  -3.80891
H  4.08068  -0.03198  -5.04537

- Total charge: 0
- E_LUMO: 0.562 eV
- HOMO-LUMO gap: 8.30 eV
- Electronic energy: -57869.00761 eV